Below is a cluster of 11 separate species, C44H89BrN4O35P2 in total in a non-equilibrium geometry, with properties calculated with wB97M-V/def2-TZVPD.

XYZ file:
```
175
Properties=species:S:1:pos:R:3:forces:R:3
C -4.276926 -1.724765 -3.193523 -0.48 0.02 -0.07
C -2.895942 -2.395703 -2.529292 -1.18 1.63 -0.66
C -2.355066 -1.272680 -1.411859 -2.55 -0.51 -0.66
Br -1.726416 0.450729 -2.307194 -0.37 -1.85 1.22
P -1.084962 -1.984411 -0.158588 1.06 0.48 1.03
C 0.620641 -1.140364 0.272481 1.56 0.27 1.65
C 1.807884 -2.256541 0.651488 0.88 0.84 -0.17
C 1.690010 -2.722432 2.215942 -0.35 0.57 0.48
C 2.728904 -3.903484 2.676708 -0.58 1.16 -0.64
N 2.525666 -4.190008 4.169772 -0.50 -1.93 -0.87
C 3.582115 -5.272451 4.471193 -0.83 -0.76 0.45
C 1.199616 -4.889033 4.424749 -3.53 -4.59 -2.74
C 0.138459 -4.343623 5.596902 1.35 0.85 0.35
O 0.754124 -5.962079 3.725682 3.18 6.54 3.99
O -0.401021 -2.970360 -1.398264 3.53 1.97 -4.37
C 0.429971 -2.300859 -2.379180 4.00 3.69 -3.75
N 1.203919 -1.634538 -3.204841 -7.06 -6.21 7.41
N -1.419019 -3.466299 0.760653 -0.01 -1.79 -2.42
C -2.859438 -3.722760 1.073993 -2.31 0.03 1.84
C -0.830328 -4.724751 0.196320 6.41 -4.09 0.88
C -1.613483 -5.823332 -0.796472 -0.36 0.13 0.65
O 0.418219 -5.149328 0.541423 -7.87 3.38 -1.91
P -1.900101 -0.659146 1.436699 -1.51 4.77 3.08
N -1.596583 0.929258 1.087483 0.48 -2.77 1.74
O -3.627582 -0.710621 1.623678 1.29 -0.15 -1.00
O -1.255287 -1.116427 3.029129 -0.73 1.64 -2.01
H -4.406829 -0.589207 -2.917648 0.47 -2.20 -0.57
H -4.245379 -1.787026 -4.378331 -0.16 0.02 2.62
H -5.256807 -2.265298 -2.778037 2.22 1.05 -1.05
H -2.157476 -2.538773 -3.424863 -1.16 0.00 2.12
H -3.252653 -3.383268 -2.013807 1.20 1.84 -0.90
H -3.382222 -0.925670 -0.910480 2.60 -0.77 -0.70
H 0.558732 -0.516677 1.290922 -0.28 -1.39 -2.45
H 0.961364 -0.352938 -0.521763 -0.86 -1.78 1.20
H 1.897622 -3.117591 -0.131490 -0.39 1.46 1.69
H 2.823912 -1.634600 0.567553 -2.16 -1.31 0.08
H 1.952276 -1.763918 2.877711 -0.52 -1.98 -1.39
H 0.558759 -2.974744 2.498917 2.54 0.23 -0.75
H 3.827599 -3.464779 2.581383 -2.25 -1.11 0.16
H 2.587701 -4.870676 2.033439 0.26 1.81 1.13
H 3.252942 -5.750601 5.497051 1.16 0.93 -1.89
H 3.437250 -6.098183 3.649614 0.69 1.37 1.60
H 4.660196 -4.815621 4.480865 -2.20 -0.91 0.04
H -0.901247 -4.048401 5.128386 2.26 -0.80 0.75
H 0.624776 -3.379761 6.101483 -1.13 -2.04 -1.15
H -0.011082 -5.135104 6.466612 0.35 1.46 -2.16
H -3.076492 -3.196357 2.125039 0.21 -0.99 -2.50
H -3.136310 -4.864182 1.290760 1.19 2.46 -0.70
H -3.630856 -3.349044 0.260544 1.60 -0.62 1.68
H -2.183908 -6.617756 -0.118582 1.26 1.80 -1.38
H -0.818564 -6.425084 -1.427241 -1.55 1.57 1.48
H -2.401641 -5.321444 -1.499623 1.55 -0.89 1.36
H -1.009090 1.340536 1.873526 -0.84 -0.48 -1.44
H -4.095688 -0.078419 0.997746 1.29 -0.74 1.24
H -0.892914 -0.275750 3.464003 -0.88 -1.55 -1.02
C -1.659192 1.502066 -5.470187 0.63 -0.05 0.08
O -2.956293 2.038844 -5.722457 -0.48 0.29 -1.00
C -3.200041 2.320093 -7.027415 0.47 -0.28 -0.50
O -2.422843 2.153127 -7.954304 -1.20 0.27 1.40
O -4.458219 2.819199 -7.122312 0.85 -0.54 0.21
C -4.854815 3.162529 -8.448589 -0.20 0.18 -0.53
H -1.573833 1.315000 -4.396288 -0.30 0.26 -0.75
H -1.525598 0.551532 -5.996872 0.04 0.24 0.00
H -0.882482 2.218003 -5.757814 -0.14 -0.19 -0.16
H -4.848980 2.278524 -9.094365 0.17 0.19 0.09
H -4.205935 3.944930 -8.855276 0.00 -0.26 0.03
H -5.876206 3.550626 -8.406185 0.21 -0.12 0.32
C -2.089520 2.756328 8.969377 0.17 0.27 0.63
O -2.413736 2.297364 7.658469 -0.36 -1.28 0.14
C -2.398483 0.947561 7.519809 0.11 -0.63 0.51
O -2.138892 0.139367 8.397575 -0.40 1.30 -1.38
O -2.722108 0.652899 6.235456 0.23 0.58 0.96
C -2.745542 -0.742545 5.941581 -0.12 -0.66 -0.23
H -2.132302 3.848889 8.965158 -0.06 -0.24 -0.31
H -2.817124 2.386151 9.698981 0.23 -0.07 -0.15
H -1.074397 2.452528 9.244702 -0.26 -0.08 -0.01
H -3.499257 -1.252641 6.550056 0.27 0.09 0.05
H -1.756622 -1.186233 6.095753 -0.21 0.04 0.13
H -3.015452 -0.861748 4.888681 0.07 0.32 0.21
C -2.587269 -8.908225 -5.677128 -0.08 0.42 -0.32
O -2.361495 -10.090334 -4.911694 0.11 -0.01 1.12
C -2.251157 -9.878011 -3.575964 0.00 0.25 0.15
O -2.328188 -8.797275 -3.012837 0.10 -1.45 -0.76
O -2.040326 -11.076388 -2.975493 -0.19 0.91 -0.68
C -1.903801 -11.006273 -1.557529 0.07 -0.01 0.55
H -2.659309 -9.195697 -6.729604 0.06 -0.23 0.31
H -3.529354 -8.433057 -5.384807 0.26 0.00 0.06
H -1.750175 -8.211282 -5.567049 -0.23 -0.06 0.11
H -2.818422 -10.615003 -1.100472 0.23 0.08 -0.10
H -1.039319 -10.393292 -1.282728 -0.26 0.02 -0.05
H -1.739044 -12.020392 -1.183263 -0.05 0.12 -0.37
C 7.997484 -3.181762 4.795059 0.12 0.49 0.28
O 7.653867 -4.397839 4.133752 0.64 -0.54 -0.72
C 8.614733 -4.871094 3.300567 0.27 0.07 -0.09
O 9.699671 -4.352237 3.089062 -1.51 -0.71 0.27
O 8.159308 -6.021538 2.743624 0.18 1.00 0.59
C 9.072811 -6.636451 1.837220 0.30 -0.30 -0.35
H 7.157987 -2.895988 5.434682 0.02 -0.31 -0.23
H 8.879980 -3.322335 5.427673 -0.07 0.07 -0.25
H 8.164544 -2.380689 4.067772 0.13 -0.20 0.13
H 9.998253 -6.915121 2.351445 -0.10 0.20 -0.13
H 9.282800 -5.973547 0.991612 -0.01 -0.16 0.25
H 8.605677 -7.547131 1.452374 -0.13 0.27 0.25
C -3.071429 9.738688 -7.001632 0.12 0.52 0.05
O -3.414774 8.370163 -7.210192 0.07 -0.71 0.62
C -3.176996 7.566023 -6.143303 0.23 -0.02 0.61
O -2.712101 7.917107 -5.070154 -0.71 -0.47 -1.65
O -3.546109 6.303763 -6.477339 0.34 1.21 0.01
C -3.350785 5.341997 -5.442434 0.05 -0.59 0.47
H -3.303062 10.288664 -7.917825 -0.05 -0.37 0.06
H -3.663318 10.165123 -6.185187 0.24 -0.13 -0.04
H -2.000340 9.841536 -6.799735 -0.24 -0.04 0.13
H -3.953727 5.592572 -4.563686 0.22 0.05 -0.13
H -2.290846 5.268978 -5.178255 -0.18 0.19 0.06
H -3.679100 4.369213 -5.818677 -0.04 0.65 0.01
C 3.099160 5.448359 4.537581 0.37 0.25 -0.31
O 2.179505 4.783246 5.401352 -0.98 -0.26 -0.24
C 0.963960 4.546275 4.846624 -0.18 0.08 -0.34
O 0.621098 4.848819 3.714391 0.55 -0.45 1.58
O 0.196159 3.914409 5.769851 0.94 0.57 -0.63
C -1.120805 3.599834 5.321720 -0.68 -0.16 -0.14
H 4.036412 5.586224 5.083558 -0.32 -0.17 0.11
H 3.303914 4.840654 3.650152 -0.14 0.20 0.08
H 2.717864 6.434509 4.253512 0.00 -0.26 -0.09
H -1.084858 2.918315 4.465703 0.00 0.29 -0.03
H -1.670871 4.512082 5.069089 0.18 -0.17 -0.19
H -1.645101 3.097556 6.139331 0.57 0.40 -0.44
C 7.226924 6.950419 -0.704412 0.35 0.24 -0.30
O 6.307269 6.285305 0.159359 -0.95 -0.26 -0.23
C 5.091724 6.048335 -0.395369 -0.21 0.11 -0.48
O 4.748863 6.350879 -1.527602 0.53 -0.44 1.68
O 4.323923 5.416469 0.527858 0.84 0.52 -0.56
C 3.006959 5.101894 0.079727 -0.59 -0.16 -0.15
H 8.164176 7.088283 -0.158435 -0.32 -0.17 0.13
H 7.431678 6.342713 -1.591841 -0.17 0.19 0.09
H 6.845627 7.936569 -0.988481 -0.01 -0.26 -0.08
H 3.042906 4.420375 -0.776290 0.01 0.27 0.05
H 2.456893 6.014142 -0.172903 0.16 -0.20 -0.10
H 2.482663 4.599616 0.897338 0.32 0.16 0.01
C -6.435130 6.818917 -7.604476 0.15 0.16 -0.63
O -6.706511 6.226112 -6.335942 -0.91 0.17 0.67
C -7.868802 6.633668 -5.766375 -0.23 0.31 -0.26
O -8.658849 7.433762 -6.242520 1.12 -1.16 0.71
O -7.999684 5.996789 -4.575419 0.26 0.38 -0.91
C -9.186512 6.331040 -3.858558 -0.41 0.11 0.28
H -5.482971 6.421563 -7.966469 -0.21 0.00 0.38
H -7.214524 6.557278 -8.327560 -0.01 0.20 0.21
H -6.341367 7.905644 -7.510625 -0.16 -0.21 -0.05
H -10.075871 6.049983 -4.431771 0.17 0.21 0.03
H -9.202718 7.398249 -3.614846 -0.08 -0.17 -0.20
H -9.187194 5.764761 -2.923152 0.27 0.00 -0.28
C -5.820708 2.851069 5.341991 -0.10 -0.42 0.32
O -5.441824 3.869415 4.418053 -0.48 0.98 -0.09
C -6.191966 4.997784 4.492212 -0.32 0.06 0.27
O -7.123100 5.190862 5.258206 1.33 -0.27 -1.09
O -5.726571 5.873957 3.566549 -0.23 -0.82 0.67
C -6.426592 7.116061 3.530146 -0.23 0.47 -0.04
H -5.155046 1.996264 5.194542 0.04 0.34 -0.18
H -5.706264 3.202754 6.372516 -0.17 -0.01 -0.19
H -6.848487 2.523377 5.155287 0.12 0.19 0.14
H -6.336456 7.638261 4.488117 -0.16 -0.18 -0.12
H -7.478585 6.958910 3.270905 0.16 0.01 0.22
H -5.970802 7.738340 2.755110 0.10 -0.37 0.11
C 11.454833 -4.263908 0.099171 -0.26 0.38 0.42
O 11.973007 -5.296106 -0.737673 0.72 0.11 -0.94
C 12.791322 -4.855256 -1.726329 0.08 0.48 -0.02
O 13.098857 -3.692585 -1.937654 -0.44 -1.72 0.29
O 13.208111 -5.932087 -2.438958 -0.41 0.68 0.63
C 14.082648 -5.617119 -3.520696 0.32 0.09 -0.40
H 10.814644 -4.729698 0.853316 0.35 -0.01 -0.26
H 12.266935 -3.739585 0.613305 -0.17 0.00 -0.22
H 10.847456 -3.563385 -0.483010 0.26 -0.02 0.06
H 14.999738 -5.146909 -3.151408 -0.25 0.07 -0.08
H 13.580311 -4.970775 -4.247667 0.15 0.02 0.22
H 14.352492 -6.551597 -4.020288 -0.23 0.05 0.31
```
Positions in Å, forces in eV/Å.

- Frontier orbital gap: 8.28 eV
- SMILES: CC[C@H](Br)P(CCCCN(C)C(C)=O)(OC#N)(N(C)C(C)=O)P(=N)(O)O.COC(=O)OC.COC(=O)OC.COC(=O)OC.COC(=O)OC.COC(=O)OC.COC(=O)OC.COC(=O)OC.COC(=O)OC.COC(=O)OC.COC(=O)OC
- HOMO level: -0.321 Eh
- Spin multiplicity: 1
- E_tot: -213303.2046 eV

Löwdin atomic charge list, values in e, 4 entries: atom 1 (C): -0.143, atom 2 (C): -0.256, atom 3 (C): -0.689, atom 4 (Br): 0.748